Here is the molecule C5H9NO from OMol25. Energies are from ωB97M-V/def2-TZVPD.

The geometry in ORCA input format:
```
! RIJCOSX wB97M-V def2-TZVPD def2/J DEFGRID3
* xyz 0 1
C 0.78 0.83 -1.61
C 0.67 -0.24 -0.55
C 1.19 0.09 0.88
C -0.09 -0.58 1.48
C -0.68 -0.48 0.09
N -1.81 -0.28 -0.44
O -2.86 -0.39 0.47
H 1.83 0.96 -1.91
H 0.41 1.78 -1.21
H 0.18 0.58 -2.49
H 1.09 -1.20 -0.89
H 2.15 -0.36 1.15
H 1.23 1.16 1.07
H -0.67 -0.11 2.28
H 0.19 -1.59 1.78
H -3.62 -0.17 -0.08
*
```

Summary:
SMILES string = C[C@H]1CC/C1=N\O
molar mass = 99.13 g mol⁻¹
ΔE to the lowest compared entry with this formula, charge and spin = 283.9 kJ/mol
E_LUMO = 1.08 eV
highest occupied orbital energy = -9.415 eV
E_tot = -8866.270 eV